# 1
This record from the Open Molecules 2025 dataset describes an isolated molecule of C2H5NO2 at a distorted geometry. The level of theory is wB97M-V/def2-TZVPD.

Last columns: bonded neighbours and bond lengths (Å).
Atoms and positions in Å:
1 O 0.361 1.285 0.023  N3 1.402, H10 1.021
2 O -1.920 -0.052 0.105  C5 1.243
3 N 0.375 -0.095 -0.222  O1 1.402, C4 1.434, C5 1.380
4 C 1.712 -0.509 0.093  N3 1.434, H7 1.103, H8 1.060, H9 1.082
5 C -0.856 -0.684 -0.017  O2 1.243, N3 1.380, H6 1.121
6 H -0.810 -1.789 -0.203  C5 1.121
7 H 2.139 -0.089 1.018  C4 1.103
8 H 2.272 -0.064 -0.690  C4 1.060
9 H 1.719 -1.591 0.119  C4 1.082
10 H -0.618 1.501 -0.171  O1 1.021

Output
Energy relative to the best compared isomer or geometry (same formula, charge and spin) (eV): 2.556
SMILES: CN(O)C=O
Spin multiplicity: 1
Net charge: 0
HOMO energy (eV): -9.40

Löwdin population analysis, charges in e, atoms 1 to 6: O -0.02; O 0.00; N -0.20; C -0.04; C -0.28; H 0.15

---

# 2
This record from the Open Molecules 2025 dataset describes a cluster of 4 separate species, C13H32N7O6P2S in total at a distorted geometry. The level of theory is wB97M-V/def2-TZVPD.

Last columns: bonded neighbours and bond lengths (Å).
Atoms and positions in Å:
1 S 4.096 1.349 -2.570  N14 1.714, H37 1.352
2 P -0.136 0.118 1.110  N11 1.785, C17 1.836, C21 1.821
3 P -1.078 -2.433 -1.355  O6 1.571, O7 1.450, O8 1.588, C23 1.845
4 O 3.861 1.542 2.805  C18 1.225
5 O -1.183 -1.102 -8.810  C29 1.214
6 O -2.183 -2.051 -0.306  P3 1.571, H34 0.964
7 O -1.561 -2.670 -2.703  P3 1.450
8 O -0.432 -3.745 -0.736  P3 1.588, H53 0.966
9 O -3.041 1.036 4.424  C19 1.217
10 N 1.080 -1.196 -2.425  C23 1.310, C25 1.348
11 N 0.607 -0.258 -0.470  P2 1.785, N12 1.374, C23 1.345
12 N 1.700 0.359 -1.028  N11 1.374, C25 1.329, H47 1.009
13 N -3.949 3.048 3.876  C19 1.342, C26 1.456, C28 1.452
14 N 2.998 0.102 -2.989  S1 1.714, C25 1.331, H44 1.006
15 N -1.644 -2.252 -6.906  C22 1.454, C24 1.453, C29 1.344
16 N 4.696 -0.208 3.989  C18 1.336, C20 1.455, C27 1.455
17 C -1.740 0.977 0.863  P2 1.836, H32 1.085, H48 1.087, H60 1.087
18 C 3.819 0.772 3.757  O4 1.225, N16 1.336, H36 1.103
19 C -2.942 2.233 4.225  O9 1.217, N13 1.342, H57 1.105
20 C 5.797 -0.399 3.056  N16 1.455, H40 1.091, H43 1.090, H51 1.086
21 C 1.062 1.168 1.992  P2 1.821, H30 1.085, H38 1.085, H59 1.079
22 C -1.308 -2.526 -5.518  N15 1.454, H31 1.088, H50 1.091, H56 1.084
23 C 0.281 -1.187 -1.386  P3 1.845, N10 1.310, N11 1.345
24 C -2.765 -2.947 -7.515  N15 1.453, H39 1.090, H46 1.087, H49 1.090
25 C 1.982 -0.221 -2.191  N10 1.348, N12 1.329, N14 1.331
26 C -5.283 2.483 3.726  N13 1.456, H33 1.086, H41 1.090, H58 1.089
27 C 4.589 -1.086 5.144  N16 1.455, H42 1.087, H45 1.090, H61 1.091
28 C -3.753 4.468 3.648  N13 1.452, H35 1.092, H52 1.091, H55 1.088
29 C -0.950 -1.374 -7.650  O5 1.214, N15 1.344, H54 1.106
30 H 0.966 2.229 1.784  C21 1.085
31 H -0.451 -1.930 -5.211  C22 1.088
32 H -2.191 0.801 -0.108  C17 1.085
33 H -5.982 3.264 3.445  C26 1.086
34 H -2.711 -1.301 -0.603  O6 0.964
35 H -4.038 4.724 2.626  C28 1.092
36 H 3.031 0.835 4.525  C18 1.103
37 H 4.511 0.887 -1.368  S1 1.352
38 H 2.057 0.864 1.682  C21 1.085
39 H -3.507 -2.226 -7.860  C24 1.090
40 H 5.406 -0.610 2.060  C20 1.091
41 H -5.274 1.707 2.960  C26 1.090
42 H 3.722 -0.817 5.742  C27 1.087
43 H 6.399 0.507 3.003  C20 1.090
44 H 3.148 -0.393 -3.852  N14 1.006
45 H 5.484 -0.997 5.760  C27 1.090
46 H -3.219 -3.617 -6.789  C24 1.087
47 H 2.143 1.130 -0.551  N12 1.009
48 H -2.421 0.588 1.616  C17 1.087
49 H -2.423 -3.521 -8.377  C24 1.090
50 H -1.065 -3.583 -5.403  C22 1.091
51 H 6.416 -1.228 3.385  C20 1.086
52 H -4.368 5.045 4.341  C28 1.091
53 H 0.507 -3.581 -0.581  O8 0.966
54 H -0.119 -0.902 -7.093  C29 1.106
55 H -2.709 4.734 3.802  C28 1.088
56 H -2.151 -2.286 -4.880  C22 1.084
57 H -1.973 2.758 4.316  C19 1.105
58 H -5.600 2.029 4.664  C26 1.089
59 H 0.985 0.961 3.047  C21 1.079
60 H -1.680 2.047 1.046  C17 1.087
61 H 4.485 -2.120 4.815  C27 1.091

Output
Spin multiplicity: 1
Net charge: +1
HOMO energy (eV): -10.54

Löwdin population analysis, charges in e, atoms 1 to 6: S 0.85; P 0.99; P 0.44; O -0.03; O 0.02; O -0.10

---

# 3
This record from the Open Molecules 2025 dataset describes a cluster of 2 separate species, C3H4O in total at a distorted geometry. The level of theory is wB97M-V/def2-TZVPD.

Last columns: bonded neighbours and bond lengths (Å).
Atoms and positions in Å:
1 O 3.056 -0.273 0.112  H5 0.983, H7 0.939
2 C -0.827 -0.572 0.659  C3 1.478, C4 1.417
3 C -1.680 0.585 0.315  C2 1.478, C4 1.335, H8 1.022
4 C -1.918 -0.604 -0.244  C2 1.417, C3 1.335, H6 1.023
5 H 3.589 0.497 -0.184  O1 0.983
6 H -2.526 -1.073 -0.919  C4 1.023
7 H 2.171 -0.142 -0.176  O1 0.939
8 H -1.865 1.583 0.437  C3 1.022

Output
Energy relative to the best compared isomer or geometry (same formula, charge and spin) (eV): 3.497
SMILES: C1=CC=1.O
Spin multiplicity: 1
Net charge: 0
HOMO energy (eV): -9.43

Löwdin population analysis, charges in e, atoms 1 to 6: O -0.06; C 0.05; C -0.04; C -0.10; H 0.05; H 0.06

---

Q: The highest HOMO energy belongs to which entry?
A: C2H5NO2